[1]
C22H33N6O3Tb | ωB97M-V/def2-TZVPD

The geometry in XYZ format:
```
65
Properties=species:S:1:pos:R:3:forces:R:3
Tb 0.1963 0.4849 -0.4647 -0.2643 -0.3438 -0.2927
O 0.9822 -1.8205 -0.4356 -0.1050 0.3013 1.2632
O 1.3461 -1.6006 -3.9612 -0.1170 -0.2078 0.6636
O 1.0497 -0.0849 -2.3548 0.2125 -0.1055 0.2582
N -1.2295 -0.7741 1.3563 -0.5520 0.3372 0.1886
N -1.0922 2.1685 1.0345 0.0850 0.4654 0.1305
N 1.3688 0.1490 1.7477 0.1677 0.2349 -0.3904
N 1.7898 2.5154 -0.9298 -0.2196 -0.7615 -0.0349
N -0.9858 2.2860 -1.9011 0.0745 0.7315 0.2962
N -1.7518 -0.5397 -1.9122 -1.0103 -0.7890 0.8816
C 2.9522 -2.7354 -1.5102 1.0653 -0.3818 0.5600
C -3.2820 -1.6775 2.2843 -0.0328 0.1140 0.3420
C -1.4331 1.6523 -3.1720 0.7895 -0.9037 0.7739
C 3.4406 -0.0008 2.9585 -1.0662 -0.0831 0.1707
C 0.7904 -1.8633 4.8201 -1.0102 -0.8488 -0.4363
C -2.1505 2.7743 -1.1256 -0.1788 -0.4667 0.6466
C -2.5125 -1.0786 1.2854 -0.1977 0.5823 -1.0186
C 0.7612 -0.6943 2.6257 1.8180 0.1511 1.4431
C -0.5297 -2.2364 4.6901 1.5127 0.5552 0.7742
C -1.2397 -1.7890 3.5549 -1.0699 0.5355 -0.3893
C -0.0911 3.4495 -2.2208 -0.2834 -0.4631 0.4808
C 1.4581 -1.1576 3.7714 0.0270 0.3935 -0.1551
C -2.3225 0.4287 -2.8816 -0.1237 0.0502 -1.6110
C -0.5897 -1.0663 2.5150 -1.2653 -1.0560 -0.3067
C -2.6631 -1.9668 3.4778 0.6729 -0.2905 -0.3937
C 2.6407 0.5226 1.9408 -0.6445 -0.5095 -0.1598
C 2.8271 -0.8500 3.8612 1.1096 0.0743 0.4222
C 1.3505 3.0172 -2.2662 1.1148 0.1396 -1.2379
C -1.7913 3.2655 0.2730 0.4079 -1.0841 0.3210
C 1.5109 -2.3834 -1.6394 -1.1069 -1.0141 -1.7702
C 1.2767 -1.2999 -2.7939 0.5320 -0.3295 0.1904
C 0.7341 -3.6797 -2.0109 1.0324 -0.1057 0.5624
H -4.3319 -1.8534 2.0598 0.1782 0.0687 0.3961
H 1.0540 -4.5130 -1.3575 -0.0378 0.3965 -0.1890
H -2.6897 3.5842 0.8028 0.0682 0.1371 -0.1363
H 3.4402 -1.2794 4.6734 -0.5414 0.2985 -0.3671
H 1.4436 2.1744 -3.0098 0.1387 0.7343 0.9112
H -2.6853 3.6022 -1.6073 -0.0897 -0.2919 -0.3449
H -2.4821 -0.0941 -3.8624 -0.0998 0.5919 0.8465
H -3.0294 -0.7218 0.3771 0.2368 -0.4578 0.5500
H 1.2496 -2.3039 0.3807 -0.1373 0.2021 -1.0684
H -2.8116 1.8994 -0.9836 -0.0285 0.6390 -0.1624
H 3.0977 -3.6258 -0.8507 -0.1862 0.7440 -0.2212
H -1.0972 4.0821 0.2118 0.0684 0.5587 0.1592
H -1.4115 -1.3787 -2.4218 -0.1006 0.8497 0.3835
H -2.0443 2.3739 -3.6952 -0.0475 0.1886 -0.6187
H 0.9549 -3.9776 -3.0326 -0.0118 0.1572 -0.0624
H 4.4535 0.3336 3.0498 0.3905 -0.1291 0.0951
H -1.0330 -2.8366 5.4548 0.1791 0.3740 -0.2535
H -3.2911 0.8444 -2.5521 0.3225 -0.7432 -0.0316
H 2.0272 3.8487 -2.6410 -0.9058 -0.8263 0.5172
H -0.5073 1.3693 -3.7280 -0.8777 0.2389 0.2357
H -0.3857 2.5496 1.6818 -0.6166 -0.0659 -0.2890
H -0.4275 3.9173 -3.1506 0.2088 0.0590 0.0562
H 3.0515 1.2377 1.2293 -0.0964 -0.1472 0.1090
H -0.3227 -3.5977 -1.8762 -0.8177 0.3270 -0.0548
H 1.6304 3.1499 -0.1510 0.0933 0.4898 -0.4273
H -0.2065 4.1585 -1.4039 0.0214 0.2859 -0.2469
H -2.5388 -0.9211 -1.3270 1.0745 0.4419 -1.0115
H 3.3233 -3.0603 -2.4803 0.1034 0.2149 -0.0930
H 2.7921 2.3222 -0.9511 -0.2781 0.0233 -0.0469
H -1.7558 1.6613 1.6260 0.2428 0.2119 -0.2437
H 1.3651 -2.1296 5.6908 0.0758 -0.1599 0.1382
H -3.1979 -2.3361 4.3596 0.1880 -0.0715 -0.4903
H 3.5550 -1.8946 -1.1325 -0.0917 -0.2622 -0.2117
```
Positions in Å, forces in eV/Å.

## Properties
HOMO level (alpha / beta) ... -14.7 / -14.7 eV
Spin multiplicity ... 7
Total charge ... +2

[2]
C22H34BF4LiO10 | ωB97M-V/def2-TZVPD

The geometry in XYZ format:
```
72
Properties=species:S:1:pos:R:3:forces:R:3
F 28.5660 40.2760 20.7260 -2.4794 1.0627 3.7764
F 28.4310 40.6430 18.4820 1.0468 -0.3773 1.2295
F 29.2260 38.6410 19.4730 0.8594 0.1141 -0.6979
F 30.4520 40.7210 19.7310 0.0108 -0.7971 -0.9832
O 28.6090 40.4610 23.5150 1.5888 -2.5629 12.6181
O 29.2450 36.1740 21.4840 -1.0607 0.4526 -2.3593
O 31.6620 36.4700 19.3360 1.0706 1.8336 0.5837
O 26.3490 46.5020 14.2020 -3.9611 -4.4555 5.7727
O 26.6060 46.4620 22.2590 6.8386 5.7507 -1.9315
O 32.0860 42.3980 20.8620 -2.3541 -0.2308 0.9881
O 29.8070 43.4150 18.9110 -0.8055 -0.2278 -1.2986
O 37.4020 42.0420 19.6940 2.0600 0.1154 0.1996
O 25.7730 39.7130 20.5350 2.0871 1.1882 -1.1630
O 28.9940 41.9320 16.2120 -0.9974 1.1322 0.0705
C 34.3010 42.6950 21.5270 0.4255 -1.3957 -3.5636
C 29.3890 39.2640 23.6940 1.9840 3.4189 1.2156
C 33.7840 41.8560 19.2050 2.1188 2.9290 6.2358
C 29.1450 45.6840 19.7330 -1.5714 -2.8295 0.1610
C 35.6140 42.4840 21.1640 3.3129 0.5406 1.2518
C 36.0980 42.1900 19.8960 -2.6570 -0.0891 0.4194
C 28.1300 43.6370 20.5210 -1.0851 5.2225 -0.4537
C 28.8850 43.8310 14.6550 -2.5865 1.0309 2.6882
C 27.3070 44.3540 21.3990 0.9862 0.3728 0.0786
C 28.9320 44.2860 19.5840 0.5691 -0.0346 1.6378
C 27.4310 45.8100 21.4220 0.2010 -3.0512 -0.9953
C 26.8870 43.2300 16.0370 3.5642 3.8472 -1.4372
C 28.3330 43.0210 15.7150 -2.5436 1.4807 -2.9516
C 26.3100 44.4930 15.6230 -0.5986 -1.6780 -0.4103
C 26.9760 45.3510 14.7090 -1.7911 1.0631 0.0086
C 32.3980 37.7570 19.5620 9.0853 -7.3144 0.8628
C 28.4050 46.4720 20.5980 -2.2093 -3.5032 1.0545
C 27.7830 36.4120 21.5200 2.9799 -8.1464 7.3369
C 25.0130 40.8660 20.0640 2.6135 1.6651 3.9462
C 28.2110 45.0670 14.2940 4.6576 0.1012 -2.0604
C 35.1160 41.9440 18.9500 1.4432 -1.1825 -4.1834
C 33.3670 42.3270 20.5590 0.4828 -1.4640 -2.5666
B 29.1960 40.1500 19.6110 0.5629 -1.4661 -3.4283
Li 29.7460 36.6400 19.5100 0.1535 0.6457 0.5948
H 29.6290 39.1030 24.7460 0.0397 0.2704 -0.2343
H 35.3760 41.6970 17.7750 -0.1191 0.4938 3.0913
H 30.2530 39.0970 23.0390 0.6875 1.3009 0.3119
H 26.7750 39.9250 20.5460 -2.6530 -0.3029 -0.2477
H 26.7390 43.7230 22.1470 0.4307 1.3541 -0.7352
H 28.8790 38.5190 23.3360 -3.6787 -4.5858 -1.2910
H 31.8510 38.4710 19.4090 -6.5613 7.5532 -1.1267
H 25.8940 46.0630 22.5050 -6.5370 -4.3688 2.0598
H 29.5450 35.6970 22.2570 -0.2886 -0.0788 0.1234
H 29.8610 43.6010 14.3750 1.5100 -0.0697 -0.6699
H 28.7830 45.9870 13.6150 -1.5557 -3.2029 1.8235
H 33.2360 37.9020 18.7440 -1.6235 -0.7191 1.3016
H 33.2700 41.4140 18.4840 -3.2244 -1.2566 -2.6719
H 28.4240 42.6960 20.5190 -0.0193 -4.7252 0.7616
H 28.3990 47.4990 20.5480 0.3845 2.1809 0.1865
H 25.5800 41.9160 20.0810 -0.9947 -2.3427 0.5022
H 27.4220 37.1110 21.0370 -2.4479 6.7968 -5.9412
H 37.6560 41.8080 18.7980 -0.4780 0.0108 -0.0974
H 26.5080 42.7030 16.8600 -1.0057 -0.8929 0.7855
H 34.0590 43.0680 22.4530 -0.7954 0.5303 1.9387
H 27.7010 36.7850 22.5290 -0.8199 -0.0499 0.5562
H 31.4740 41.6760 20.5590 1.2336 1.1497 -0.0930
H 26.7050 47.0300 13.6040 3.4419 2.8739 -4.0877
H 28.5840 40.5800 22.7080 -0.5976 2.2082 -12.5307
H 36.4470 42.5630 21.9280 -1.1632 0.2024 -0.7144
H 33.0450 37.8850 20.5480 -1.9588 -0.8301 -1.6394
H 27.1150 35.4740 21.4610 1.4332 1.2040 -0.2376
H 25.2330 44.6910 15.8530 1.1881 -0.0327 -0.0086
H 32.3520 35.8580 19.0770 -0.1919 -0.3569 -0.0292
H 29.9100 46.0260 19.1640 2.0854 1.6326 -1.7079
H 24.1700 40.8200 20.7210 -0.4151 0.8630 1.0567
H 24.5040 40.8960 19.1980 -0.7425 -1.1378 -4.0810
H 29.3670 42.5730 18.5260 0.7445 2.4046 1.1367
H 28.3690 41.7480 16.9280 0.6904 -1.2379 0.2624
```
Positions in Å, forces in eV/Å.

## Properties
HOMO level ... -7.2 eV

For each record above, in turn, the calculated energy above the lowest of the compared OMol25 structures with the same formula, charge and spin values are 0.0; 68.4 kcal/mol.
For each record above, in turn, the calculated energy values are -2236.5507; -2042.8362 hartree.
For each record above, in turn, the calculated maximum force values are 2.326; 12.973 eV/A.